[1]
{"formula": "C5H4F6N2O", "method": "ωB97M-V/def2-TZVPD", "spin_multiplicity": 1, "orbital_gap_ha": 0.327, "symbols": ["C", "C", "C", "C", "C", "N", "N", "O", "F", "F", "F", "F", "F", "F", "H", "H", "H", "H"], "coordinates": [[1.174, 1.177, 0.767], [-0.546, -0.059, 1.737], [-0.092, -0.021, -0.548], [-1.214, 0.753, -1.176], [0.724, -0.944, -1.461], [0.698, 0.619, 1.851], [-0.566, -0.843, 0.565], [2.047, 1.889, 0.378], [-0.793, 1.807, -1.903], [-1.898, 0.009, -2.074], [-2.119, 1.217, -0.342], [1.805, -1.427, -0.791], [-0.052, -1.994, -1.848], [1.163, -0.382, -2.570], [-0.629, -0.830, 2.574], [-1.284, 0.733, 1.675], [1.464, 0.002, 2.355], [0.117, -1.704, 0.811]]}

---

[2]
{"formula": "C10H5BrNO5Sn", "method": "ωB97M-V/def2-TZVPD", "spin_multiplicity": 1, "total_charge": 3, "orbital_gap_ha": [0.169, 0.113], "symbols": ["O", "C", "Sn", "O", "C", "C", "O", "C", "O", "C", "O", "H", "Br", "C", "C", "C", "C", "N", "C", "H", "H", "H", "H"], "coordinates": [[-5.053, -2.418, 1.643], [-4.076, -1.954, 1.242], [0.250, 0.150, -0.120], [0.525, 0.622, 3.379], [0.232, 0.426, 2.295], [0.479, -0.143, -2.560], [0.778, -0.245, -3.696], [-1.257, 2.099, -0.682], [-1.489, 3.224, -0.710], [1.072, -2.123, -0.020], [1.943, -2.875, 0.108], [-0.637, -0.363, -2.065], [5.614, -0.080, -2.459], [4.292, 0.891, -1.495], [4.570, 2.172, -1.025], [3.574, 2.875, -0.335], [2.337, 2.267, -0.114], [2.122, 1.014, -0.558], [3.042, 0.311, -1.283], [5.543, 2.627, -1.207], [3.701, 3.874, 0.042], [1.507, 2.732, 0.417], [2.779, -0.668, -1.670]]}

---

[3]
{"formula": "C9H14N2O2", "method": "ωB97M-V/def2-TZVPD", "smiles": "O=c1cc[nH]c(=O)[nH]1.C1CCCC1", "spin_multiplicity": 1, "orbital_gap_ha": 0.374, "symbols": ["C", "C", "C", "C", "C", "C", "C", "C", "C", "H", "H", "H", "H", "H", "H", "H", "H", "H", "H", "H", "H", "H", "H", "N", "N", "O", "O"], "coordinates": [[0.137, 4.025, 2.184], [0.010, 5.507, 1.449], [0.300, 5.163, -0.034], [0.926, 3.750, -0.232], [0.241, 2.957, 0.946], [-0.200, -2.246, 0.607], [-1.093, -1.650, -0.274], [-1.211, -2.005, -1.526], [0.089, -4.006, -1.317], [1.031, 4.068, 2.970], [-0.753, 4.022, 2.813], [0.527, 6.366, 1.930], [-1.045, 5.703, 1.374], [0.821, 6.163, -0.364], [-0.523, 5.291, -0.604], [1.958, 3.534, -0.124], [0.590, 3.319, -1.149], [0.669, 1.993, 1.176], [-0.738, 2.844, 0.592], [1.002, -3.947, 0.553], [-1.346, -0.708, 0.024], [-1.649, -1.305, -2.192], [-0.384, -3.143, -3.184], [0.128, -3.544, 0.007], [-0.510, -3.131, -2.131], [0.376, -1.965, 1.653], [0.539, -5.090, -1.624]]}

---

[4]
{"formula": "C3H15NO4", "method": "ωB97M-V/def2-TZVPD", "spin_multiplicity": 1, "orbital_gap_ha": 0.390, "symbols": ["C", "N", "C", "O", "C", "H", "H", "H", "H", "H", "H", "H", "H", "H", "H", "H", "O", "H", "H", "O", "H", "H", "O"], "coordinates": [[2.549, -0.159, -0.218], [0.874, -0.457, 0.359], [0.135, -0.178, -0.938], [0.404, 0.970, -1.608], [3.438, 0.095, 0.955], [2.214, 0.749, -0.727], [2.568, -1.161, -0.623], [0.873, 0.283, 1.085], [-0.910, -0.167, -0.619], [0.508, -1.054, -1.492], [-0.188, 1.733, -1.464], [4.418, -0.352, 0.743], [3.020, -0.346, 1.880], [3.546, 1.172, 1.208], [-3.747, -1.320, -0.417], [-2.528, -1.061, 0.548], [-3.064, -0.673, -0.223], [-2.613, 1.150, -0.084], [-1.802, 2.200, 0.716], [-2.020, 1.923, -0.178], [-0.150, -1.086, 0.898], [-0.997, -2.162, 1.939], [-1.152, -1.382, 1.401]]}

---

[5]
{"formula": "C4H4N2O2S", "method": "ωB97M-V/def2-TZVPD", "spin_multiplicity": 1, "orbital_gap_ha": 0.326, "symbols": ["C", "C", "C", "C", "H", "H", "H", "H", "N", "N", "O", "O", "S"], "coordinates": [[0.701, 0.459, -0.080], [1.307, 1.492, 0.583], [-0.587, 0.234, 0.535], [-1.598, -0.796, 0.146], [0.788, -1.137, -1.355], [2.210, -0.182, -1.293], [2.293, 1.924, 0.365], [-1.856, -2.299, -0.906], [1.188, -0.201, -1.198], [-0.917, 1.005, 1.542], [-1.117, -1.676, -0.761], [-2.716, -0.889, 0.586], [0.305, 2.066, 1.836]]}

---

[6]
{"formula": "C3HF3O", "method": "ωB97M-V/def2-TZVPD", "smiles": "O=C1[C@@H](F)C1(F)F", "spin_multiplicity": 1, "orbital_gap_ha": 0.354, "symbols": ["C", "C", "C", "O", "F", "F", "F", "H"], "coordinates": [[0.259, 0.841, 0.501], [-0.768, 0.037, -0.314], [0.638, -0.532, 0.061], [0.451, 1.916, 0.948], [-1.091, 0.369, -1.553], [1.605, -0.716, -0.845], [0.560, -1.624, 0.871], [-1.654, -0.291, 0.331]]}